#A
Here is 2 unconnected molecules or ions with the total composition C4H14N3 from the OMol25 dataset. Energies are from ωB97M-V with the def2-TZVPD basis set.

```
! RIJCOSX wB97M-V def2-TZVPD def2/J DEFGRID3
* xyz 0 2
C 0.21 -1.87 1.79
C -1.09 -1.01 -0.08
N -0.45 -0.77 1.15
N -1.41 -2.29 -0.56
N -1.49 0.05 -0.90
H -0.33 0.19 1.43
H -1.64 -2.92 0.16
H -1.01 -2.59 -1.43
H -1.40 0.99 -0.61
H -2.26 -0.22 -1.49
H -0.46 -2.71 1.97
H 0.65 -1.61 2.75
H 1.05 -2.22 1.18
C 0.70 2.64 -0.80
C 1.71 1.57 -0.45
H 0.23 2.51 -1.78
H -0.23 2.80 -0.23
H 1.23 3.59 -0.86
H 2.48 1.49 -1.22
H 1.32 0.55 -0.48
H 2.21 1.83 0.48
*
```

Summary:
LUMO (spin up / spin down) = 1.03 / 0.96 eV
frontier orbital gap (spin up / spin down) = 5.030 / 9.712 eV
expectation value of S² = 0.753

Atom charges from the Mulliken analysis, given in e for atoms 1 to 4: -0.947 0.211 -0.165 -0.507

#B
Here is 2 unconnected molecules or ions with the total composition C4H14N3 from the OMol25 dataset. Energies are from ωB97M-V with the def2-TZVPD basis set.

```
! RIJCOSX wB97M-V def2-TZVPD def2/J DEFGRID3
* xyz 0 2
C -1.63 0.11 -2.03
N 0.25 -1.79 -0.94
C 0.13 -1.45 -2.32
N -0.83 -0.80 -2.88
H -2.46 0.51 -2.67
H -1.05 0.99 -1.64
H -2.09 -0.41 -1.18
H -0.67 -1.72 -0.49
H 0.70 -2.70 -0.81
H 0.95 -1.86 -2.95
C -0.52 1.24 1.17
N 0.46 0.66 2.15
C 1.86 0.56 1.66
H -1.50 1.26 1.66
H -0.18 2.23 0.86
H -0.55 0.57 0.34
H 0.12 -0.27 2.42
H 0.45 1.25 2.98
H 1.88 -0.11 0.81
H 2.48 0.16 2.48
H 2.20 1.58 1.38
*
```

Summary:
LUMO (spin up / spin down) = 0.79 / 0.59 eV
frontier orbital gap (spin up / spin down) = 4.225 / 9.721 eV
expectation value of S² = 0.750

Atom charges from the Mulliken analysis, given in e for atoms 1 to 4: -0.717 -0.592 0.129 -0.509

Of them, the most stable is #A and the least stable is #B.

#A
Here is 2 unconnected molecules or ions with the total composition C6H9NO2S2 from the OMol25 dataset. Energies are from ωB97M-V with the def2-TZVPD basis set.

```
! RIJCOSX wB97M-V def2-TZVPD def2/J DEFGRID3
* xyz 0 1
C 2.81 1.70 -0.92
C 2.09 1.03 0.07
C 2.04 2.09 -2.06
C 0.73 0.99 -0.24
C -1.86 -2.05 -0.15
C -0.24 0.40 0.62
N -0.50 -1.71 0.17
O -1.88 2.37 0.85
O -2.06 0.90 -1.16
S 0.38 1.83 -1.81
S -1.94 0.78 0.26
H 3.88 1.93 -0.77
H 2.37 0.58 1.08
H 2.44 2.77 -2.73
H -2.43 -1.48 -0.94
H -2.05 -3.04 -0.47
H -2.42 -1.88 0.72
H 0.00 0.11 1.58
H -1.63 2.15 1.75
H 0.04 -1.99 -0.63
*
```

Summary:
LUMO (spin up / spin down) = -0.68 / -0.80 eV
frontier orbital gap (spin up / spin down) = 7.138 / 7.360 eV

Atom charges from the Mulliken analysis, given in e for atoms 1 to 4: -0.355 -0.537 -0.438 0.472

#B
Here is a single C6H9NO2S2 molecule from the OMol25 dataset. Energies are from ωB97M-V with the def2-TZVPD basis set.

```
! RIJCOSX wB97M-V def2-TZVPD def2/J DEFGRID3
* xyz 0 1
C 1.53 2.08 0.90
S 1.64 1.46 -0.70
N 1.17 -0.24 -0.55
C 2.09 -1.09 0.04
O 3.33 -1.01 0.03
C 0.95 -2.12 0.45
C -0.06 -0.97 -0.40
S -1.28 -0.33 0.88
C -2.62 0.05 -0.21
C -3.94 0.68 0.31
O -2.65 -0.38 -1.33
H 2.31 1.59 1.55
H 0.66 2.07 1.58
H 1.74 3.26 0.75
H 1.08 -3.06 -0.08
H 0.50 -2.02 1.48
H -0.72 -1.24 -1.31
H -3.80 1.76 -0.11
H -4.79 0.08 -0.36
H -4.12 0.37 1.31
*
```

Summary:
LUMO = 0.43 eV
frontier orbital gap = 9.653 eV

Atom charges from the Mulliken analysis, given in e for atoms 1 to 4: -0.722 0.001 0.051 0.484

Of them, the most stable is #B and the least stable is #A.

#A
Here is a single C2H2FNO2 molecule from the OMol25 dataset. Energies are from ωB97M-V with the def2-TZVPD basis set.

```
! RIJCOSX wB97M-V def2-TZVPD def2/J DEFGRID3
* xyz 0 1
O 1.53 -1.02 0.51
C 0.81 -0.16 0.12
O 1.32 1.08 0.06
C -0.67 -0.33 -0.29
N -1.60 0.33 0.26
F -2.81 -0.02 -0.19
H 2.16 1.20 0.49
H -0.76 -1.08 -0.96
*
```

Summary:
LUMO = 0.20 eV
frontier orbital gap = 11.445 eV

Atom charges from the Mulliken analysis, given in e for atoms 1 to 4: -0.487 0.568 -0.460 -0.001

#B
Here is 2 unconnected molecules or ions with the total composition C2H2FNO2 from the OMol25 dataset. Energies are from ωB97M-V with the def2-TZVPD basis set.

```
! RIJCOSX wB97M-V def2-TZVPD def2/J DEFGRID3
* xyz 0 1
C 0.10 0.33 -0.20
C 1.16 1.01 0.01
N 3.04 -0.41 0.02
O 4.10 0.17 -0.06
O 2.76 -1.58 0.11
F 1.37 2.33 0.02
H -0.89 0.72 -0.58
H -0.02 -0.71 -0.43
*
```

Summary:
LUMO (spin up / spin down) = -1.02 / -1.53 eV
frontier orbital gap (spin up / spin down) = 9.390 / 8.548 eV

Atom charges from the Mulliken analysis, given in e for atoms 1 to 4: -0.472 0.289 0.593 -0.390

Of them, the most stable is #A and the least stable is #B.

#A
Here is a single C6H6O2 molecule from the OMol25 dataset. Energies are from ωB97M-V with the def2-TZVPD basis set.

```
! RIJCOSX wB97M-V def2-TZVPD def2/J DEFGRID3
* xyz 0 1
C -0.08 -0.05 -1.24
C 0.96 -0.02 -0.18
C -0.75 0.78 -0.10
C -0.79 0.15 1.18
C -0.36 -1.34 1.23
C 0.62 -0.33 1.18
H 2.15 -0.15 -0.15
H -1.46 1.52 -0.40
H -1.40 0.45 1.97
H -0.29 -2.00 2.08
H -0.37 -2.13 0.25
H 1.32 -0.24 1.83
O -0.24 -0.45 -2.27
O 0.55 1.38 0.02
*
```

Summary:
LUMO = 0.94 eV
frontier orbital gap = 10.387 eV

Atom charges from the Mulliken analysis, given in e for atoms 1 to 4: -0.211 0.217 0.170 -0.846

#B
Here is a molecular structure, C6H6O2 from the OMol25 dataset. Energies are from ωB97M-V with the def2-TZVPD basis set.

```
! RIJCOSX wB97M-V def2-TZVPD def2/J DEFGRID3
* xyz 0 1
C -0.36 1.62 1.35
C -0.07 0.71 0.43
C 0.22 -0.76 0.75
C 0.96 -1.16 -0.59
C -0.35 -0.78 -1.21
C -0.32 0.71 -1.12
H -0.52 1.69 2.63
H -0.60 2.66 1.02
H 0.31 -1.02 1.89
H 1.76 -0.33 -0.88
H 1.35 -2.29 -0.65
H -0.76 -1.40 -1.91
O -1.06 -1.36 0.05
O -0.56 1.72 -1.77
*
```

Summary:
LUMO = 0.00 eV
frontier orbital gap = 9.610 eV

Atom charges from the Mulliken analysis, given in e for atoms 1 to 4: -0.719 0.315 -0.128 -0.446

Of them, the most stable is #B and the least stable is #A.